{
  "formula": "C4H8N2O",
  "method": "the ωB97M-V functional and the def2-TZVPD basis",
  "species": ["O", "C", "N", "C", "C", "C", "N", "H", "H", "H", "H", "H", "H", "H", "H"],
  "xyz": [[-1.204, 0.077, 2.552], [-0.663, 0.101, 1.460], [0.689, -0.126, 1.268], [1.283, 0.331, 0.020], [0.583, -0.476, -1.068], [-0.936, -0.203, -0.998], [-1.312, 0.387, 0.275], [1.233, -0.127, 2.117], [1.097, 1.413, -0.126], [2.365, 0.147, 0.025], [0.792, -1.529, -0.854], [0.960, -0.257, -2.072], [-1.492, -1.139, -1.131], [-1.236, 0.471, -1.809], [-2.159, 0.930, 0.341]],
  "forces_ev_per_a": [[0.182, 0.221, -0.270], [0.073, 0.068, 0.074], [-0.092, 0.056, 0.224], [-0.101, 0.074, -0.135], [0.012, -0.043, -0.084], [0.043, -0.118, -0.186], [0.135, 0.356, 0.121], [-0.091, -0.017, -0.056], [0.195, -0.346, 0.023], [-0.350, 0.042, 0.073], [-0.089, 0.118, -0.110], [-0.011, 0.046, 0.148], [0.104, 0.040, -0.181], [0.040, -0.029, 0.220], [-0.050, -0.469, 0.140]],
  "relative_energy_kcal_mol": 7.1,
  "mol_weight_g_mol": 100.1,
  "orbital_gap_ev": 10.2
}

=====

{
  "formula": "C4H8N2O",
  "method": "the ωB97M-V functional and the def2-TZVPD basis",
  "species": ["N", "C", "O", "C", "N", "C", "C", "H", "H", "H", "H", "H", "H", "H", "H"],
  "xyz": [[1.603, -0.005, -1.285], [1.681, -0.419, 0.006], [2.674, -0.927, 0.484], [0.441, -0.227, 0.883], [-0.609, 0.663, 0.399], [-2.100, 0.633, 0.898], [-1.699, 0.135, -0.450], [2.383, -0.200, -1.896], [0.729, 0.251, -1.708], [-0.011, -1.210, 1.036], [0.794, 0.125, 1.856], [-2.126, -0.228, 1.590], [-0.291, 1.613, 0.226], [-1.537, -0.922, -0.693], [-1.932, 0.717, -1.347]],
  "forces_ev_per_a": [[-0.031, 0.049, -0.115], [0.060, -0.089, 0.061], [-0.177, 0.119, -0.072], [-0.040, -0.128, 0.160], [0.236, 0.298, -0.093], [0.088, -0.273, 0.030], [-0.010, -0.053, -0.265], [-0.071, -0.009, 0.154], [-0.039, 0.003, 0.055], [0.052, 0.065, 0.028], [-0.050, -0.042, -0.115], [0.073, 0.185, -0.158], [-0.169, -0.278, -0.047], [-0.001, 0.136, 0.120], [0.080, 0.017, 0.255]],
  "relative_energy_kcal_mol": 92.3,
  "mol_weight_g_mol": 100.1,
  "orbital_gap_ev": 8.2
}

=====

{
  "formula": "C4H8N2O",
  "method": "the ωB97M-V functional and the def2-TZVPD basis",
  "species": ["N", "C", "O", "C", "N", "C", "C", "H", "H", "H", "H", "H", "H", "H", "H"],
  "xyz": [[-0.973, 0.169, 0.580], [-0.100, -0.094, 1.607], [-0.216, 0.242, 2.765], [1.041, -0.896, 0.978], [0.835, -0.865, -0.466], [0.810, 0.455, -1.097], [-0.446, -0.226, -0.697], [-1.723, 0.832, 0.712], [-2.518, 1.397, -1.497], [2.011, -0.486, 1.264], [0.997, -1.932, 1.327], [1.051, 1.336, -0.502], [1.174, 0.471, -2.121], [-2.918, 0.998, -1.978], [-1.135, -0.701, -1.389]],
  "forces_ev_per_a": [[0.048, -0.012, 0.140], [-0.020, -0.002, 0.120], [0.000, -0.054, -0.366], [0.144, -0.023, 0.157], [0.033, -0.141, 0.061], [0.067, 0.250, -0.099], [-0.192, -0.037, -0.108], [0.088, -0.154, -0.082], [-0.075, 0.030, -0.101], [-0.103, 0.023, -0.009], [-0.002, 0.113, 0.015], [0.085, -0.158, -0.022], [-0.161, -0.037, 0.149], [-0.010, 0.057, 0.049], [0.097, 0.147, 0.097]],
  "relative_energy_kcal_mol": 61.7,
  "mol_weight_g_mol": 100.1,
  "orbital_gap_ev": 10.3
}

=====

{
  "formula": "C4H8N2O",
  "method": "the ωB97M-V functional and the def2-TZVPD basis",
  "species": ["C", "C", "O", "C", "N", "C", "N", "H", "H", "H", "H", "H", "H", "H", "H"],
  "xyz": [[1.351, -1.150, 1.580], [0.677, -0.095, 0.749], [1.353, 0.841, 0.272], [-1.342, 0.282, -0.834], [-0.300, 1.042, -1.664], [-0.812, -0.168, 0.587], [-1.548, -0.447, 1.553], [1.196, -0.980, 2.648], [2.424, -1.155, 1.371], [0.907, -2.122, 1.344], [0.452, 1.322, -0.951], [-2.205, 0.932, -0.707], [-1.635, -0.583, -1.434], [-0.676, 1.846, -2.168], [0.157, 0.434, -2.345]],
  "forces_ev_per_a": [[0.067, -0.095, 0.013], [0.414, 0.006, 0.141], [-0.327, -0.287, 0.022], [-0.197, -0.032, 0.041], [0.140, 0.112, -0.015], [-0.117, 0.145, -0.101], [0.362, 0.049, -0.590], [-0.087, 0.055, -0.111], [-0.173, 0.073, 0.022], [0.052, 0.136, 0.120], [0.001, -0.141, -0.037], [0.038, -0.028, 0.044], [-0.044, 0.058, 0.142], [-0.025, -0.169, 0.157], [-0.104, 0.119, 0.151]],
  "relative_energy_kcal_mol": 94.6,
  "mol_weight_g_mol": 100.1,
  "orbital_gap_ev": [6.3, 6.3]
}

=====

{
  "formula": "C4H8N2O",
  "method": "the ωB97M-V functional and the def2-TZVPD basis",
  "species": ["C", "C", "C", "C", "N", "N", "O", "H", "H", "H", "H", "H", "H", "H", "H"],
  "xyz": [[2.227, 0.548, 0.149], [1.067, -0.393, 0.196], [-2.419, 0.454, -0.543], [-1.231, -0.413, -0.144], [2.986, 0.674, 1.130], [1.341, -1.592, 0.349], [-0.063, 0.339, -0.049], [2.117, 1.279, -0.732], [-3.046, 0.390, 0.303], [-1.920, 1.432, -0.631], [-2.812, 0.152, -1.495], [-1.048, -1.165, -0.963], [-1.578, -0.909, 0.869], [3.756, 1.446, 1.178], [0.622, -2.242, 0.384]],
  "forces_ev_per_a": [[-0.879, 2.623, -1.163], [1.140, 1.490, -0.468], [2.504, 0.610, -0.051], [-1.607, -2.468, 0.162], [2.093, 0.930, 1.196], [1.073, -0.035, 0.241], [0.717, -0.448, 0.746], [0.625, -0.913, 0.932], [-1.441, 0.516, 0.283], [-0.935, 0.130, -0.054], [-0.567, -0.026, -0.163], [-0.245, 0.124, 1.107], [1.474, 0.510, -1.837], [-2.016, -1.672, -0.927], [-1.937, -1.370, -0.002]],
  "relative_energy_kcal_mol": 71.9,
  "mol_weight_g_mol": 100.1,
  "orbital_gap_ev": 10.5
}

=====

{
  "formula": "C4H8N2O",
  "method": "the ωB97M-V functional and the def2-TZVPD basis",
  "species": ["C", "N", "C", "N", "C", "O", "C", "H", "H", "H", "H", "H", "H", "H", "H"],
  "xyz": [[-2.295, -0.522, 0.100], [-0.902, -0.354, -0.258], [-0.005, 0.470, 0.375], [-0.028, 1.033, 1.519], [1.230, 0.760, -0.471], [1.249, 1.733, -1.190], [2.370, -0.221, -0.376], [-2.876, -0.664, -0.816], [-2.677, 0.376, 0.597], [-2.466, -1.389, 0.750], [-0.647, -0.647, -1.187], [-0.874, 0.845, 2.053], [2.125, -1.108, -0.975], [3.276, 0.234, -0.779], [2.520, -0.548, 0.656]],
  "forces_ev_per_a": [[-0.144, 0.007, 0.099], [0.158, 0.101, -0.059], [-0.056, 0.090, 0.060], [-0.214, -0.229, -0.243], [0.125, 0.213, -0.242], [-0.022, -0.410, 0.251], [0.106, 0.020, 0.000], [0.080, 0.016, 0.186], [0.089, -0.108, -0.037], [0.074, 0.160, -0.032], [-0.041, 0.132, 0.061], [-0.021, -0.086, -0.087], [0.007, 0.105, 0.106], [-0.107, -0.075, 0.051], [-0.033, 0.065, -0.115]],
  "relative_energy_kcal_mol": 35.1,
  "mol_weight_g_mol": 100.1,
  "orbital_gap_ev": 10.1
}

=====

{
  "formula": "C4H8N2O",
  "method": "the ωB97M-V functional and the def2-TZVPD basis",
  "species": ["C", "C", "O", "C", "N", "C", "N", "H", "H", "H", "H", "H", "H", "H", "H"],
  "xyz": [[1.654, 0.040, 0.526], [0.724, -0.337, -0.607], [0.056, -1.592, -0.306], [-1.118, -0.947, 0.024], [-2.148, -1.423, 0.562], [-0.631, 0.386, -0.599], [-0.634, 1.717, -0.102], [1.118, 0.012, 1.483], [2.061, 1.046, 0.381], [2.482, -0.672, 0.589], [1.233, -0.375, -1.572], [-2.010, -2.422, 0.745], [-1.061, 0.408, -1.605], [-1.413, 2.297, -0.360], [-0.314, 1.864, 0.841]],
  "forces_ev_per_a": [[0.033, 0.015, 0.019], [0.295, 0.146, -0.126], [-0.090, -0.091, 0.069], [-0.399, -0.060, 0.161], [0.404, 0.215, -0.205], [0.092, -0.055, -0.213], [0.009, 0.084, 0.058], [0.068, 0.008, -0.150], [-0.037, -0.138, -0.036], [-0.082, 0.096, -0.032], [-0.011, -0.107, 0.103], [-0.066, 0.194, 0.045], [0.127, -0.060, 0.069], [-0.105, -0.142, 0.182], [-0.236, -0.105, 0.057]],
  "relative_energy_kcal_mol": 42.9,
  "mol_weight_g_mol": 100.1,
  "orbital_gap_ev": 10.4
}

=====

{
  "formula": "C4H8N2O",
  "method": "the ωB97M-V functional and the def2-TZVPD basis",
  "species": ["C", "C", "O", "C", "N", "C", "N", "H", "H", "H", "H", "H", "H", "H", "H"],
  "xyz": [[1.826, -0.077, 0.512], [1.231, -0.705, -0.717], [0.204, -1.641, -0.262], [-0.887, -0.894, -0.063], [-1.923, -1.140, 0.613], [-0.669, 0.407, -0.806], [-0.839, 1.562, -0.054], [1.108, 0.278, 1.271], [2.488, 0.747, 0.234], [2.442, -0.853, 0.984], [0.513, 0.198, -1.283], [-1.849, -2.059, 1.050], [-1.141, 0.420, -1.797], [-1.238, 2.356, -0.531], [-1.266, 1.401, 0.848]],
  "forces_ev_per_a": [[0.065, 0.070, -0.020], [0.049, 0.064, 0.235], [-0.103, -0.058, 0.003], [-0.230, 0.045, 0.121], [0.370, -0.048, -0.188], [-0.114, 0.012, 0.048], [-0.136, 0.062, 0.001], [0.044, -0.080, -0.108], [-0.072, -0.087, 0.022], [-0.085, 0.061, -0.084], [0.012, 0.053, -0.110], [-0.063, 0.055, 0.002], [0.117, -0.041, 0.105], [0.067, -0.116, 0.035], [0.079, 0.009, -0.062]],
  "relative_energy_kcal_mol": 121.9,
  "mol_weight_g_mol": 100.1,
  "orbital_gap_ev": 8.7
}